1.
97
Properties=species:S:1:pos:R:3 method="wB97M-V/def2-TZVPD" gap_ev=9.9 smiles=C1CCOC1.C1CCOC1.C1CCOC1.C1CCOC1.C1CCOC1.ClCCCl.ClCCCl.ClCCCl.ClCCCl max_force_ev_per_a=2.69 e_tot_ev=-140358.8632
C -0.87 4.84 -3.38
C -1.56 5.61 -2.19
C -2.29 4.44 -1.54
O -2.53 3.45 -2.57
C -1.93 3.78 -3.75
H -0.02 4.30 -3.00
H -0.56 5.54 -4.18
H -2.23 6.33 -2.59
H -0.83 6.12 -1.56
H -3.34 4.70 -1.25
H -1.85 3.91 -0.67
H -2.64 4.21 -4.48
H -1.44 2.93 -4.21
C 0.41 -5.50 0.75
C 1.62 -5.41 -0.17
C 2.29 -4.18 0.32
O 1.18 -3.34 0.67
C 0.01 -4.05 0.86
H 0.68 -5.90 1.74
H -0.38 -6.12 0.33
H 1.51 -5.34 -1.24
H 2.14 -6.35 0.03
H 2.92 -3.71 -0.42
H 2.86 -4.36 1.22
H -0.81 -3.80 0.17
H -0.47 -3.81 1.79
C -4.57 -0.28 -4.58
C -3.15 -0.05 -3.93
C -2.18 -0.45 -5.10
O -2.89 -1.28 -5.93
C -4.21 -0.68 -6.03
H -5.17 0.61 -4.42
H -5.04 -1.20 -4.17
H -3.16 -0.69 -3.05
H -3.04 0.98 -3.59
H -1.27 -0.99 -4.84
H -1.83 0.42 -5.69
H -4.88 -1.46 -6.50
H -4.16 0.15 -6.74
C 1.30 -1.36 4.96
C 2.00 -1.52 6.34
C 1.26 -2.68 6.91
O 1.04 -3.53 5.75
C 0.58 -2.65 4.77
H 2.02 -1.13 4.19
H 0.63 -0.48 4.96
H 1.97 -0.59 6.89
H 3.03 -1.82 6.24
H 0.28 -2.49 7.25
H 1.81 -3.18 7.67
H -0.49 -2.60 4.84
H 0.83 -3.11 3.77
C 0.02 3.80 3.39
C 0.74 4.60 2.31
C 2.12 4.00 2.18
O 1.95 2.67 2.67
C 1.12 2.83 3.82
H -0.83 3.28 2.92
H -0.31 4.34 4.29
H 0.83 5.70 2.41
H 0.15 4.43 1.39
H 2.83 4.51 2.84
H 2.48 3.93 1.12
H 1.61 3.26 4.71
H 0.84 1.84 4.14
Cl 1.88 -2.66 -2.51
C 3.24 -2.29 -3.66
C 4.31 -3.30 -3.53
Cl 5.27 -3.14 -2.05
H 3.75 -1.35 -3.39
H 2.76 -2.18 -4.63
H 5.01 -3.26 -4.38
H 3.81 -4.27 -3.47
Cl 3.29 1.30 -1.16
C 4.07 0.69 0.40
C 3.67 -0.80 0.44
Cl 4.03 -1.41 2.04
H 3.62 1.19 1.27
H 5.14 0.78 0.41
H 4.18 -1.33 -0.35
H 2.59 -0.83 0.30
Cl -5.57 -0.24 1.56
C -4.45 0.23 0.21
C -4.27 1.72 0.19
Cl -5.78 2.60 -0.14
H -4.85 -0.13 -0.72
H -3.48 -0.17 0.42
H -3.66 1.95 -0.66
H -3.92 2.09 1.18
Cl -0.90 1.08 -1.07
C -0.22 -0.40 -0.26
C 0.25 -0.03 1.09
Cl -1.10 0.58 2.12
H 0.60 -0.67 -0.93
H -1.00 -1.18 -0.35
H 0.92 0.82 1.11
H 0.71 -0.80 1.66

2.
115
Properties=species:S:1:pos:R:3 method="wB97M-V/def2-TZVPD" spin_multiplicity=5 gap_ev="6.1 / 6.2" s_squared=6.02 charge=+1 max_force_ev_per_a=0.82 e_tot_ev=-157111.4422
Os 0.69 -0.18 -0.55
Te -2.31 -2.36 2.61
C -1.47 -2.46 4.53
C -1.02 -1.32 5.17
C -0.50 -1.43 6.45
N -0.41 -2.59 7.11
C -0.87 -3.68 6.49
C -1.40 -3.67 5.21
C -0.99 -0.93 1.89
P 0.77 -1.21 1.53
C 1.15 -2.89 2.06
C 0.92 -3.93 1.14
C 1.10 -5.25 1.52
C 1.51 -5.54 2.82
C 1.74 -4.52 3.73
C 1.55 -3.19 3.35
C 1.74 -0.17 2.68
C 1.16 0.84 3.43
C 1.95 1.68 4.21
C 3.33 1.52 4.23
C 3.92 0.51 3.47
C 3.13 -0.33 2.70
P -1.54 0.31 0.67
C -2.34 1.53 1.78
C -1.60 2.65 2.15
C -2.07 3.53 3.12
C -3.30 3.28 3.73
C -4.04 2.17 3.36
C -3.57 1.29 2.39
C -2.92 -0.45 -0.24
C -2.89 -1.80 -0.60
C -3.94 -2.35 -1.33
C -5.03 -1.57 -1.70
C -5.05 -0.22 -1.36
C -4.00 0.34 -0.64
H -1.08 -0.35 4.69
H -0.13 -0.55 6.97
H -0.79 -4.61 7.05
H -1.74 -4.60 4.76
H 0.60 -3.68 0.14
H 0.92 -6.04 0.81
H 1.65 -6.57 3.12
H 2.06 -4.75 4.74
H 1.72 -2.40 4.08
H 0.09 0.97 3.41
H 1.48 2.46 4.81
H 3.94 2.17 4.84
H 4.99 0.39 3.48
H 3.59 -1.13 2.13
H -0.65 2.84 1.67
H -1.49 4.40 3.39
H -3.67 3.96 4.49
H -5.00 1.98 3.83
H -4.17 0.44 2.11
H -2.04 -2.41 -0.35
H -3.91 -3.40 -1.60
H -5.85 -2.01 -2.25
H -5.90 0.39 -1.63
H -4.04 1.39 -0.38
C -0.48 3.20 -1.48
C 0.09 2.29 -2.52
N 0.52 1.06 -2.35
C 0.97 0.62 -3.58
C 0.81 1.60 -4.50
N 0.24 2.66 -3.81
C -0.17 3.91 -4.42
N -1.21 3.70 -5.38
N -1.09 4.30 -6.60
N -2.16 4.10 -7.27
C -3.03 3.35 -6.49
C -4.31 2.88 -6.78
C -4.94 2.14 -5.81
C -4.31 1.85 -4.58
C -3.05 2.31 -4.28
C -2.42 3.09 -5.27
H -0.58 2.64 -0.55
H -1.47 3.56 -1.76
H 0.16 4.06 -1.31
H 1.36 -0.38 -3.71
H 1.02 1.65 -5.55
H 0.66 4.36 -4.96
H -0.48 4.59 -3.62
H -4.77 3.10 -7.74
H -5.93 1.75 -6.00
H -4.83 1.24 -3.86
H -2.57 2.06 -3.35
F 5.96 4.52 0.15
C 6.00 3.31 0.71
F 7.09 2.68 0.26
F 6.12 3.47 2.03
C 4.73 2.53 0.39
C 4.77 1.32 -0.26
C 3.58 0.64 -0.46
N 2.40 1.12 -0.04
C 2.38 2.31 0.56
C 3.52 3.05 0.80
H 5.71 0.90 -0.61
H 3.56 -0.32 -0.95
H 1.41 2.66 0.89
H 3.45 4.01 1.30
C 2.18 -2.65 -4.22
Ge 1.65 -3.06 -2.37
C 3.29 -3.16 -1.32
C 0.81 -4.82 -2.46
C 0.35 -1.82 -1.64
H 2.71 -3.52 -4.62
H 2.84 -1.79 -4.29
H 1.30 -2.48 -4.84
H 3.83 -4.07 -1.59
H 3.09 -3.20 -0.25
H 3.96 -2.32 -1.52
H 1.49 -5.52 -2.95
H -0.11 -4.77 -3.04
H 0.57 -5.22 -1.47
H -0.64 -1.97 -2.08

3.
16
Properties=species:S:1:pos:R:3 method="wB97M-V/def2-TZVPD" gap_ev=9.9 max_force_ev_per_a=4.90 e_tot_ev=-7854.9396
C 2.85 0.54 -0.01
C 1.33 -1.09 0.75
C 0.29 -0.49 0.11
C -0.96 -1.41 0.30
C -1.02 1.57 -0.30
C 0.21 0.74 -0.79
N 2.53 -0.37 0.68
H 1.19 -1.96 1.37
H -1.15 -1.63 1.34
H -0.74 -2.40 -0.23
H -1.79 -0.97 -0.21
H -0.97 2.62 -0.70
H -0.96 1.71 0.88
H -1.92 1.17 -0.59
H 1.13 1.31 -0.70
H -0.01 0.64 -1.89

4.
9
Properties=species:S:1:pos:R:3 method="wB97M-V/def2-TZVPD" gap_ev="10.0 / 10.0" max_force_ev_per_a=4.46 e_tot_ev=-16491.8625
C 1.26 0.14 0.59
C -0.92 -0.20 -0.05
N 0.40 0.30 -0.34
O 0.11 0.57 -2.59
F 1.07 -0.24 1.78
F -1.59 0.61 0.85
F -1.68 -0.27 -1.03
F -0.90 -1.42 0.51
H 2.24 0.50 0.28

5.
6
Properties=species:S:1:pos:R:3 method="wB97M-V/def2-TZVPD" gap_ev=8.0 charge=-1 max_force_ev_per_a=3.20 e_tot_ev=-16451.4739
N -1.31 0.42 0.02
O -2.58 0.44 0.08
O -0.76 -0.79 0.05
S 2.15 -0.25 0.08
H 1.59 0.87 -0.41
H 0.91 -0.70 0.18

6.
14
Properties=species:S:1:pos:R:3 method="wB97M-V/def2-TZVPD" gap_ev=10.8 smiles="C=CC.C" max_force_ev_per_a=1.03 e_tot_ev=-4309.1795
C -0.99 0.49 -1.41
C 0.26 0.55 -0.99
C 1.44 -0.18 -1.56
H -1.79 1.13 -1.03
H -1.37 -0.28 -2.07
H 0.52 1.32 -0.28
H 1.43 -0.10 -2.65
H 2.39 0.22 -1.24
H 1.39 -1.25 -1.37
C -0.67 -0.37 2.53
H -1.08 -1.26 2.05
H -1.50 0.21 2.93
H -0.09 0.19 1.80
H 0.05 -0.66 3.28

7.
10
Properties=species:S:1:pos:R:3 method="wB97M-V/def2-TZVPD" gap_ev="7.2 / 7.2" max_force_ev_per_a=5.22 e_tot_ev=-8764.7690
C -2.20 0.14 0.06
C -1.59 -1.05 0.05
C -1.18 1.07 -0.03
C 0.78 -0.06 -0.05
C 2.10 -0.09 -0.02
N 0.03 1.11 -0.06
O 0.01 -1.18 -0.09
H -3.25 0.28 0.14
H 2.62 -1.03 0.03
H 2.67 0.81 -0.04

8.
18
Properties=species:S:1:pos:R:3 method="wB97M-V/def2-TZVPD" gap_ev=7.0 max_force_ev_per_a=3.89 e_tot_ev=-50353.7541
C -0.03 0.39 -0.40
C -0.53 -1.40 1.05
C -2.11 1.84 -1.70
C 1.44 1.31 1.65
C 1.04 -2.76 -0.59
S -1.18 0.31 -1.67
S 0.10 1.82 0.48
S 0.95 -2.24 1.17
Cl -1.19 -0.89 2.54
H -2.13 2.28 -2.85
H -1.56 2.60 -1.16
H -3.16 1.76 -1.45
H 2.06 0.62 1.05
H 0.97 0.84 2.46
H 2.10 2.08 2.02
H 0.14 -3.24 -0.98
H 1.68 -3.61 -0.64
H 1.42 -1.73 -0.98

What did the eighth record say?
18
Properties=species:S:1:pos:R:3 method="wB97M-V/def2-TZVPD" gap_ev=7.0 max_force_ev_per_a=3.89 e_tot_ev=-50353.7541
C -0.03 0.39 -0.40
C -0.53 -1.40 1.05
C -2.11 1.84 -1.70
C 1.44 1.31 1.65
C 1.04 -2.76 -0.59
S -1.18 0.31 -1.67
S 0.10 1.82 0.48
S 0.95 -2.24 1.17
Cl -1.19 -0.89 2.54
H -2.13 2.28 -2.85
H -1.56 2.60 -1.16
H -3.16 1.76 -1.45
H 2.06 0.62 1.05
H 0.97 0.84 2.46
H 2.10 2.08 2.02
H 0.14 -3.24 -0.98
H 1.68 -3.61 -0.64
H 1.42 -1.73 -0.98